The following is a DFT calculation (ωB97M-V/def2-TZVPD) of a structure of composition C8H22CsN2O2.

The orbital gap comes out at 0.289 Eh. For the energy above the lowest of the compared OMol25 structures with the same formula, charge and spin, the calculation gives 833.0 kJ/mol. The calculation puts the LUMO energy at -2.98 eV. For the energy, the calculation gives -597.61179 Ha.

ORCA input file:
```
! wB97M-V def2-TZVPD RIJCOSX def2/J DEFGRID3
* xyz 1 1
Cs 12.50 32.11 -25.65
C 12.88 28.18 -25.71
C 11.59 28.92 -25.38
C 11.63 29.73 -24.06
O 11.99 28.88 -22.98
C 12.33 29.58 -21.80
N 11.17 29.75 -26.50
H 12.97 27.83 -26.74
H 13.12 27.33 -25.08
H 13.72 28.88 -25.63
H 10.84 28.14 -25.22
H 10.68 30.25 -23.99
H 12.30 30.58 -24.20
H 12.96 30.43 -22.07
H 12.98 28.95 -21.19
H 11.41 29.89 -21.31
H 11.27 29.22 -27.36
H 10.23 30.08 -26.37
C 8.79 32.92 -25.52
C 9.70 32.21 -26.55
C 9.15 30.86 -27.11
O 9.33 29.83 -26.08
C 8.77 28.57 -26.47
N 10.05 33.17 -27.58
H 9.20 33.88 -25.22
H 8.75 32.42 -24.55
H 7.81 33.17 -25.93
H 10.69 32.02 -26.14
H 9.78 30.57 -27.95
H 8.09 30.94 -27.36
H 9.17 28.26 -27.44
H 7.69 28.62 -26.61
H 8.94 27.81 -25.71
H 10.76 33.85 -27.37
H 9.29 33.72 -27.95
*
```